The following is a DFT calculation (ωB97M-V/def2-TZVPD) of an isolated ion of composition C5H12N3 and charge +1 in a non-equilibrium geometry.

Last column: natural (NBO) charge in e.
Element x y z (Å)
C -0.259 -0.074 -1.685  -0.303
C -0.574 -0.923 0.564  -0.279
C 1.901 1.011 -0.313  -0.192
C 0.249 -1.099 -0.708  -0.025
C -1.818 0.963 1.407  -0.448
N -0.856 0.945 -0.818  -0.169
N -1.236 0.329 0.226  -0.152
N 1.702 -0.499 -0.353  -0.604
H 0.423 0.288 -2.340  0.222
H -0.972 -0.493 -2.305  0.242
H -1.430 -1.745 0.802  0.271
H 0.236 -0.901 1.423  0.199
H 1.533 1.523 -1.138  0.196
H 1.652 1.410 0.730  0.197
H 0.580 -2.017 -1.073  0.245
H -2.806 0.661 1.277  0.233
H -1.364 0.738 2.408  0.229
H -1.880 2.094 1.260  0.251
H 2.498 -0.697 -0.952  0.447
H 2.090 -0.792 0.603  0.439

Properties
LUMO energy (spin up / spin down) = -5.16 / -3.41 eV
HOMO (spin up / spin down) = -11.057 / -13.831 eV
Energy = -9837.4073 eV
Gap between HOMO and LUMO (spin up / spin down) = 5.897 / 10.425 eV
Total charge = +1
ΔE to the lowest compared entry with this formula, charge and spin = 6.805 eV
Spin multiplicity = 1

=====

The following is a DFT calculation (ωB97M-V/def2-TZVPD) of a 15-piece molecular cluster, C60H120O15 overall in a non-equilibrium geometry.

Last column: Mulliken charge in e.
Element x y z (Å)
C 11.995 20.424 18.027  -0.822
C 11.450 20.180 16.591  -0.889
C 11.723 18.680 16.397  1.607
O 12.408 18.162 17.522  -0.211
C 12.188 19.045 18.623  -0.415
H 11.484 21.212 18.637  0.357
H 12.972 20.855 17.776  0.215
H 11.866 20.850 15.835  0.514
H 10.416 20.381 16.577  0.405
H 12.382 18.541 15.601  -0.842
H 10.838 18.031 16.212  -0.625
H 13.109 19.018 19.196  0.325
H 11.291 18.702 19.164  0.264
C 11.051 17.451 8.982  -0.067
C 10.067 16.755 8.039  -0.787
C 10.388 15.272 8.275  -0.635
O 10.968 15.178 9.585  -0.225
C 11.818 16.273 9.603  1.713
H 10.553 18.067 9.696  0.080
H 11.786 18.156 8.514  0.149
H 10.215 16.958 6.940  0.272
H 9.005 16.997 8.181  0.255
H 11.126 14.977 7.556  0.343
H 9.477 14.629 8.270  0.356
H 12.732 16.061 9.003  -0.455
H 12.179 16.486 10.599  -1.048
C 17.677 11.537 15.579  1.057
C 18.786 10.787 14.955  -0.785
C 19.279 11.730 13.864  -0.295
O 19.351 12.940 14.556  -0.506
C 18.220 12.996 15.459  0.191
H 17.532 11.215 16.625  0.174
H 16.809 11.362 14.937  -0.778
H 18.316 9.862 14.641  0.285
H 19.579 10.566 15.626  0.440
H 18.534 11.714 13.047  -0.037
H 20.266 11.512 13.500  0.418
H 17.433 13.624 15.034  -0.476
H 18.666 13.339 16.422  0.314
C 15.069 8.325 11.122  -0.875
C 14.902 9.865 11.226  1.307
C 15.700 10.245 12.457  0.750
O 16.618 9.189 12.660  -0.433
C 15.853 7.983 12.431  -0.298
H 15.649 8.034 10.299  0.371
H 14.073 7.847 11.097  0.345
H 13.901 10.240 11.285  -0.424
H 15.354 10.338 10.314  -0.359
H 15.117 10.400 13.368  -0.589
H 16.265 11.198 12.267  -0.306
H 15.164 7.852 13.273  -0.057
H 16.560 7.171 12.286  0.471
C 8.778 18.687 13.971  -0.526
C 8.386 17.252 13.495  -0.952
C 9.829 16.677 13.112  1.335
O 10.760 17.723 13.268  0.508
C 10.055 18.960 13.332  -0.827
H 8.958 18.758 15.031  0.010
H 8.039 19.402 13.650  0.500
H 7.879 17.395 12.548  0.339
H 7.919 16.598 14.153  0.473
H 9.807 16.268 12.016  -0.300
H 10.072 15.825 13.785  -0.967
H 9.855 19.439 12.371  0.491
H 10.624 19.631 13.926  0.275
C 11.212 11.095 14.284  -0.103
C 10.379 11.791 13.219  0.481
C 10.150 10.717 12.153  -0.790
O 11.437 10.037 12.149  -0.487
C 11.836 9.911 13.511  0.440
H 10.496 10.652 15.023  0.402
H 11.921 11.738 14.805  -0.346
H 10.907 12.763 12.708  -0.573
H 9.481 12.161 13.692  0.578
H 10.001 11.152 11.164  0.385
H 9.343 10.014 12.375  0.302
H 12.888 9.982 13.440  -0.645
H 11.524 8.939 13.868  0.479
C 13.242 12.550 8.982  0.961
C 13.588 11.942 7.547  -0.780
C 15.116 11.862 7.672  -0.624
O 15.592 12.840 8.650  -0.464
C 14.432 13.468 9.180  1.186
H 13.149 11.764 9.753  -0.351
H 12.349 13.200 8.983  -0.171
H 13.180 12.670 6.800  0.217
H 13.163 10.987 7.364  0.457
H 15.654 12.111 6.828  0.508
H 15.412 10.837 7.963  0.221
H 14.386 14.508 8.706  -0.342
H 14.646 13.729 10.231  -0.779
C 17.321 15.988 8.770  0.723
C 18.741 16.392 8.405  -0.795
C 19.087 17.315 9.579  -0.659
O 18.450 16.922 10.728  -0.345
C 17.530 15.872 10.300  0.711
H 16.971 15.054 8.376  0.188
H 16.668 16.861 8.540  -0.535
H 18.889 16.954 7.447  0.287
H 19.355 15.536 8.377  0.363
H 18.821 18.351 9.290  0.262
H 20.147 17.388 9.751  0.381
H 16.575 15.843 10.865  -1.099
H 18.130 14.999 10.533  0.561
C 16.822 18.181 16.196  0.357
C 18.211 17.726 15.735  -0.832
C 17.943 17.070 14.348  0.057
O 16.682 17.623 13.883  -0.024
C 16.205 18.559 14.854  0.070
H 16.954 18.997 16.960  0.435
H 16.216 17.423 16.676  -0.455
H 18.673 17.026 16.417  0.383
H 18.861 18.603 15.610  0.301
H 17.879 15.967 14.456  -0.303
H 18.721 17.310 13.671  0.383
H 15.121 18.516 14.908  -0.321
H 16.367 19.588 14.488  0.230
C 15.607 19.082 6.578  0.195
C 15.372 18.012 5.495  -0.396
C 13.814 17.846 5.560  -0.439
O 13.322 18.653 6.589  -0.313
C 14.257 19.702 6.722  -0.442
H 16.213 19.885 6.248  0.545
H 16.005 18.773 7.518  -0.656
H 15.917 17.045 5.619  0.260
H 15.728 18.505 4.527  0.253
H 13.489 16.840 5.822  0.216
H 13.326 18.141 4.616  0.249
H 13.999 20.167 7.687  0.300
H 14.084 20.499 5.952  0.236
C 14.688 14.404 14.573  1.714
C 13.295 14.906 14.224  -0.122
C 13.207 14.408 12.756  0.545
O 14.470 14.742 12.254  0.326
C 15.438 14.419 13.242  0.401
H 14.685 13.420 15.037  -0.339
H 15.164 15.054 15.263  -0.774
H 13.321 15.966 14.110  -0.280
H 12.479 14.646 14.928  0.081
H 12.505 14.958 12.111  -0.252
H 13.028 13.325 12.670  -0.428
H 16.160 15.267 13.225  -0.802
H 15.945 13.467 12.948  -0.513
C 14.156 9.717 17.994  -0.333
C 14.737 8.244 17.999  -0.707
C 15.191 8.142 16.502  -0.458
O 14.269 8.960 15.735  -0.243
C 13.740 9.987 16.558  0.671
H 14.988 10.444 18.216  -0.072
H 13.341 9.813 18.731  0.319
H 13.913 7.513 18.247  0.282
H 15.576 8.112 18.674  0.368
H 15.190 7.098 16.133  0.347
H 16.159 8.571 16.311  0.155
H 12.673 9.914 16.455  0.154
H 14.187 10.949 16.333  -0.527
C 13.598 14.720 18.341  0.069
C 15.115 15.132 18.349  0.324
C 15.822 13.777 18.146  -0.685
O 14.909 13.019 17.449  0.274
C 13.581 13.245 18.025  -0.407
H 12.989 15.323 17.729  -0.502
H 13.141 14.856 19.328  0.483
H 15.423 15.711 19.197  0.831
H 15.399 15.661 17.403  -1.022
H 16.174 13.285 19.071  0.270
H 16.659 13.966 17.470  0.023
H 13.427 12.515 18.831  0.409
H 12.842 12.958 17.316  -0.026
C 8.773 15.994 17.149  -0.338
C 8.895 14.583 16.516  0.340
C 9.532 13.847 17.701  -0.722
O 10.479 14.716 18.184  -0.387
C 9.974 16.060 18.061  1.093
H 7.822 16.046 17.631  0.443
H 8.733 16.684 16.325  -0.250
H 9.525 14.692 15.625  -0.514
H 7.857 14.276 16.211  0.460
H 9.915 12.872 17.521  0.423
H 8.727 13.566 18.460  0.230
H 10.742 16.640 17.634  -1.110
H 9.647 16.432 19.006  0.332
C 14.481 17.983 11.216  3.667
C 15.469 19.024 10.865  0.520
C 14.893 20.302 11.437  -0.689
O 13.458 20.113 11.346  -0.567
C 13.259 18.731 11.711  0.602
H 14.826 17.265 11.973  -1.892
H 14.204 17.263 10.412  -0.964
H 15.562 19.142 9.812  -0.495
H 16.526 18.790 11.144  0.045
H 15.263 21.162 10.886  0.412
H 15.056 20.500 12.461  0.180
H 12.362 18.437 11.224  -0.518
H 13.126 18.734 12.799  -0.448

Properties
LUMO energy = 0.63 eV
HOMO = -8.947 eV
Energy = -94869.0116 eV
Gap between HOMO and LUMO = 9.581 eV
ΔE to the lowest compared entry with this formula, charge and spin = 3.102 eV
Spin multiplicity = 1

=====

The following is a DFT calculation (ωB97M-V/def2-TZVPD) of C7H12N as an isolated structure in a non-equilibrium geometry.

Last column: natural (NBO) charge in e.
Element x y z (Å)
C -0.600 1.699 0.596  -0.440
C 0.306 0.985 1.585  -0.143
C -0.625 0.022 -1.490  -0.249
C -1.350 -2.021 -0.437  0.120
C 0.140 0.914 -0.456  -0.248
C 0.920 0.237 0.630  0.002
C 2.258 -0.594 0.666  -0.644
N -1.565 -0.795 -0.694  -0.362
H -0.372 2.704 0.505  0.233
H 0.376 1.103 2.579  0.211
H -1.168 0.777 -2.144  0.252
H 0.083 -0.572 -2.092  0.239
H -0.440 -2.435 -0.771  0.234
H -2.139 -2.397 0.166  0.234
H 0.723 1.407 -1.195  0.229
H 2.095 -1.699 0.478  0.213
H 2.506 -0.454 1.804  0.253
H 2.835 -0.231 -0.105  0.228
H -1.630 1.638 0.752  0.199
H -2.354 -0.288 -0.377  0.439

Properties
LUMO energy = -4.92 eV
HOMO = -13.012 eV
Energy = -8933.8501 eV
Gap between HOMO and LUMO = 8.092 eV
Total charge = +1
ΔE to the lowest compared entry with this formula, charge and spin = 3.152 eV
Spin multiplicity = 1

=====

The following is a DFT calculation (ωB97M-V/def2-TZVPD) of a 2-piece molecular cluster, C10H17BCl3FIN4O9S2 overall in a non-equilibrium geometry.

Last column: natural (NBO) charge in e.
Element x y z (Å)
C -0.132 -4.154 1.341  -0.255
O -0.370 -2.845 0.772  -0.696
B 0.151 -1.806 1.414  1.231
O 0.415 -1.809 2.747  -0.868
N 0.420 -0.514 0.633  -0.416
C -0.156 0.701 0.584  0.592
N -1.229 1.053 1.253  -0.074
C -1.725 2.439 1.155  -0.359
C -2.803 2.729 2.188  0.456
O -2.669 2.587 3.334  -0.448
I -4.634 3.524 1.394  0.091
O -1.879 0.154 2.047  -0.325
C -2.784 -0.734 1.314  -0.116
C -4.276 -0.498 1.595  0.052
C -4.992 -0.199 0.277  -0.632
O -4.837 -1.692 2.123  -0.693
N 0.512 1.549 -0.249  -0.473
C 1.499 0.844 -0.728  0.200
S 2.655 1.681 -1.877  2.171
C 2.261 3.386 -1.678  -0.869
O 3.992 1.519 -1.398  -0.899
O 2.414 1.235 -3.208  -0.871
N 1.500 -0.426 -0.253  -0.463
S 2.584 -1.666 -0.606  2.562
O 3.140 -2.057 0.629  -0.853
O 3.375 -1.212 -1.668  -0.819
F 1.614 -2.730 -1.101  -0.420
H -0.381 -4.898 0.594  0.212
H 0.920 -4.270 1.588  0.197
H -0.733 -4.320 2.228  0.210
H 1.304 -1.471 2.924  0.517
H -0.909 3.128 1.365  0.262
H -2.103 2.622 0.154  0.242
H -2.552 -1.738 1.663  0.221
H -2.551 -0.710 0.249  0.187
H -4.437 0.276 2.341  0.210
H -6.066 -0.279 0.401  0.243
H -4.686 -0.971 -0.435  0.195
H -4.700 0.754 -0.160  0.215
H -4.866 -2.352 1.421  0.464
H 2.884 3.924 -2.384  0.293
H 2.484 3.645 -0.647  0.261
H 1.207 3.582 -1.849  0.263
C 6.158 0.409 -4.211  -0.288
Cl 5.222 0.627 -5.691  0.019
Cl 6.932 -1.175 -4.185  0.020
Cl 7.351 1.694 -4.028  0.022
H 5.475 0.464 -3.373  0.227

Properties
LUMO energy = -4.38 eV
HOMO = -12.539 eV
Energy = -105756.9951 eV
Gap between HOMO and LUMO = 8.160 eV
Total charge = +1
ΔE to the lowest compared entry with this formula, charge and spin = 0.000 eV
Spin multiplicity = 1

=====

no.,molar mass (g/mol)
1,114.172
2,1081.605
3,110.180
4,664.472